Entry 1:
A 2-piece molecular cluster, C2F5P overall. Source: the OMol25 dataset; level of theory: ωB97M-V/def2-TZVPD.

Geometry (Å):
F1 -1.1812 0.2368 -1.3272
P1 -1.0239 1.5970 0.9905
C1 -1.4411 0.0417 -0.0006
F2 1.6134 0.7176 0.6471
F3 -0.8081 -1.0100 0.4213
F4 -2.7834 -0.2634 0.0400
F5 2.8946 -0.2352 -0.7313
C2 1.9364 -0.4481 0.1225

Forces on atoms 1 to 6 (eV/Å):
F 0.287 -0.237 0.431
P -0.507 -0.085 -0.054
C -1.731 1.344 -0.734
F 0.773 -0.229 -0.584
F 0.766 -1.238 0.252
F 0.653 0.342 0.200

As for the gap between HOMO and LUMO (spin up / spin down): 7.40 / 7.39 eV. As for the charge: 0. Its HOMO energy (spin up / spin down) is -9.442 / -9.422 eV.

=====

Entry 2:
C38H42BrN8O9STi as an isolated structure. Source: the OMol25 dataset; level of theory: ωB97M-V/def2-TZVPD.

Geometry (Å):
O1 -0.9934 2.8596 3.4796
N1 4.7925 4.9556 1.6061
H1 2.8876 -2.2990 -0.0051
H2 5.1470 2.0865 1.2983
H3 1.6717 2.5010 -2.5365
C1 -4.7496 -1.2845 0.4366
C2 -2.6451 -3.6218 6.8350
H4 1.3526 2.2318 0.4327
H5 -3.3430 -4.1048 7.5052
C3 1.5863 4.1506 3.2168
C4 -0.4377 -2.8077 6.3272
C5 -2.7035 -0.4761 -5.2531
C6 1.0939 -3.7243 1.4808
C7 -0.5565 -0.0787 -6.9581
H6 3.0547 1.1270 4.2237
C8 1.0744 3.1805 2.3458
C9 2.2649 -2.9691 -0.5991
C10 -3.9905 -0.4726 -0.3869
N2 -0.0393 -0.9660 -2.7627
C11 -2.9240 -0.0430 -6.5530
H7 6.0690 0.7167 1.9737
C12 -3.0660 -3.1780 5.5924
O2 -2.2096 -0.6545 1.1483
C13 1.4745 2.9340 -5.2095
C14 -6.0537 -1.5800 0.0662
N3 1.9572 -0.3061 1.5674
H8 -6.2000 0.1250 -2.8529
C15 -0.8772 -2.3759 5.0836
C16 -2.2032 -2.5593 4.7074
O3 -0.4139 -1.4783 2.9710
C17 3.9421 1.4470 3.6820
H9 3.4724 3.3885 -0.0656
H10 2.5181 2.9793 -4.8944
H11 0.8217 4.5061 -3.8748
C18 5.1263 1.0138 1.5115
C19 -4.4965 0.0410 -1.5729
O4 -0.7199 0.6142 -0.2577
Br1 -4.8854 -3.4329 5.0929
C20 2.9359 0.1552 1.9707
H12 -7.5979 -1.3104 -1.3975
C21 -6.5813 -1.0730 -1.1105
C22 -1.2198 -1.1693 -3.3587
N4 4.0318 0.6923 2.4299
H13 -0.9338 1.2579 -2.8463
H14 -0.1107 -3.7310 -1.7561
H15 -3.8710 0.6483 -2.2089
H16 -0.9771 -3.7731 8.1667
S1 2.4115 0.0819 -2.7568
C23 3.5187 4.4552 1.8024
C24 -0.3369 -0.4949 -5.6529
H17 3.8787 2.5171 3.4740
H18 1.0280 4.3708 4.1185
H19 0.5663 -5.1039 -0.8461
H20 0.1120 3.1420 -2.0215
H21 1.6071 -4.6879 1.4262
H22 0.0008 -1.6009 -0.8581
H23 0.2862 0.0735 -7.6220
C25 1.7624 2.9324 1.1514
O5 5.2783 5.7776 2.4517
H24 -2.5323 -2.2140 3.7371
C26 -1.3184 -3.4313 7.1975
H25 1.6926 -3.0487 2.0950
O6 -0.1551 1.1813 2.2776
O7 1.2301 -1.4525 4.4990
H26 1.3649 3.4992 -6.1385
N5 -2.6463 -0.1900 0.0076
C27 0.7174 0.1336 -2.8721
C28 -1.4103 -0.6911 -4.7904
H27 4.9885 0.4630 0.5833
H28 -3.5248 -0.6683 -4.5735
H29 0.5980 -2.6402 6.5902
C29 -5.7983 -0.2648 -1.9263
C30 0.5591 3.4716 -4.1168
C31 0.6341 2.6385 -2.8407
H30 -0.9135 -4.2895 -0.2871
N6 0.1833 -1.8910 0.1159
H31 -0.4767 3.4826 -4.4743
C32 0.0601 -4.1380 -0.7579
H32 1.2460 1.8874 -5.4141
C33 2.9499 3.5683 0.8630
H33 0.6709 -0.6645 -5.2910
H34 -3.9350 0.1348 -6.9011
C34 -0.1390 2.4075 2.7319
H35 -6.6542 -2.2154 0.7044
C35 0.9049 -3.1666 0.0736
O8 -2.1492 -1.8098 -2.8524
Ti1 -0.1665 -0.5170 1.3223
C36 2.7882 4.7786 2.9679
H36 -2.0175 0.4929 -8.4258
H37 -4.3117 -1.6714 1.3441
C37 -1.8490 0.1565 -7.4094
N7 0.0583 1.3192 -3.0142
H38 4.8281 1.2362 4.2822
H39 2.1452 -2.5191 -1.5851
N8 -1.8932 0.4956 -0.7444
H40 0.1290 -3.8705 1.9701
H41 3.2147 5.4926 3.6563
H42 2.7786 -3.9310 -0.6986
C38 0.0974 -1.7060 4.1384
O9 5.4639 4.5461 0.5974

Forces on atoms 1 to 6 (eV/Å):
O 0.025 -0.022 -0.072
N 0.032 -0.018 0.006
H -0.003 0.007 -0.002
H 0.009 -0.035 -0.031
H 0.006 0.020 0.004
C -0.009 0.034 0.007

As for the gap between HOMO and LUMO (spin up / spin down): 3.97 / 6.33 eV. As for the charge: -2. Its spin multiplicity is 2. Its HOMO energy (spin up / spin down) is -0.581 / -2.941 eV.

=====

Entry 3:
C39H46GeO5SSb3Tc as an isolated structure. Source: the OMol25 dataset; level of theory: ωB97M-V/def2-TZVPD.

Geometry (Å):
H1 -0.7047 -7.2241 1.3959
H2 -3.9988 0.8806 0.1413
O1 1.3324 -1.4419 -0.1563
H3 0.7979 5.0470 0.8770
H4 -0.9625 5.1092 -1.5054
H5 -0.6693 0.9211 -2.9298
C1 2.4254 -1.3856 0.6306
C2 -4.6082 0.4883 3.5310
C3 -0.8299 -3.4249 1.8830
H6 -2.5481 1.0380 3.3376
H7 1.9506 -0.6147 3.7447
H8 -5.9036 -2.5694 2.8404
C4 -0.3883 -5.3062 0.4879
H9 2.8781 -0.6621 -5.3430
C5 0.9489 -1.2342 6.9168
C6 4.2809 -0.8396 -2.4176
C7 -0.0490 -1.1717 4.3336
C8 3.1855 -0.2415 0.6853
C9 -0.9046 -1.4612 5.3976
C10 -1.1910 -4.2500 2.9404
C11 2.8447 -2.3407 1.6528
H10 -3.9670 2.0114 -1.2231
Sb1 -0.8431 -1.3830 2.3966
H11 1.5972 -1.5683 -4.4979
C12 2.6456 3.0872 -4.2324
H12 -0.4480 -0.7997 -2.7402
C13 -0.3976 -1.4838 6.6921
C14 2.3978 3.0823 -5.6068
H13 -1.9589 -1.6494 5.2319
C15 -3.2778 0.2442 3.2243
H14 -1.1580 3.8460 -2.7495
H15 -0.0719 -5.7203 -0.4611
H16 -1.9522 3.6634 -1.1680
H17 4.8721 -0.3456 -1.6491
H18 -4.9096 1.4680 3.8797
H19 -1.0588 -1.6950 7.5221
C16 -0.6993 0.1158 -2.1838
H20 2.1221 5.1453 -1.5820
Ge1 -2.6235 -0.0734 -1.7675
H21 3.1445 3.7049 -1.5857
C17 0.8286 3.9648 0.9934
H22 -0.0960 -3.2760 -0.1385
H23 3.9684 -1.8217 -2.0662
H24 4.2410 2.4423 -2.8852
C18 0.9597 4.9873 -5.4134
C19 4.2658 -1.9005 2.0366
H25 -3.0698 -0.6832 -4.2046
H26 2.8404 -0.7222 6.0297
H27 -2.5823 1.8931 -0.1116
C20 -1.0697 4.0400 -1.6818
H28 1.7780 3.6599 1.4313
O2 5.2257 0.3562 1.8431
S1 -0.3683 0.6398 1.2435
C21 2.0229 4.0573 -3.4355
O3 2.8493 0.8349 0.0435
C22 -3.8354 -2.0307 2.6375
C23 -5.5531 -0.5231 3.3904
H29 -4.5705 -0.2132 -3.3914
H30 1.3445 -1.2765 7.9237
H31 1.2385 0.0259 -5.2006
H32 -1.4311 -6.2845 3.5663
C24 1.1968 5.0019 -4.0487
C25 -2.9145 -1.8419 -1.0118
H33 -3.5447 -3.0125 2.2848
H34 2.8904 2.3380 -6.2256
C26 -3.5105 0.0265 -3.5010
C27 1.9985 -0.5777 -4.7042
C28 -1.1526 -5.6267 2.7520
O4 2.1799 -3.1965 2.1888
H35 -2.9594 -2.5939 -1.8028
Sb2 2.5846 0.3411 -2.8854
H36 4.2150 1.6469 -4.4594
H37 0.3203 5.7378 -5.8619
H38 -2.0981 -2.1085 -0.3426
H39 -6.5917 -0.3297 3.6299
H40 0.7424 5.7749 -3.4366
C29 -5.1685 -1.7802 2.9461
H41 1.3897 3.9888 -7.2687
Tc1 0.8572 0.3970 -0.7961
C30 1.5594 4.0129 -6.1991
C31 2.2028 4.1197 -1.9422
Sb3 0.6434 3.0693 -0.9138
C32 -3.3604 1.3292 -0.6226
H42 4.8750 -0.9513 -3.3247
C33 1.7910 -0.9243 5.8553
C34 -2.8901 -1.0170 2.7742
H43 -3.8475 -1.8726 -0.4463
C35 -0.7503 -6.1506 1.5314
H44 0.0152 3.6338 1.6366
H45 -1.4937 -3.8461 3.9011
O5 5.1135 -2.5557 2.5561
H46 -3.4269 1.0313 -3.9210
C36 1.2935 -0.8876 4.5620
C37 3.5880 2.0586 -3.6678
C38 4.3802 -0.4405 1.5510
C39 -0.4147 -3.9309 0.6594

Forces on atoms 1 to 6 (eV/Å):
H -0.027 0.044 0.003
H 0.016 0.035 -0.005
O 0.450 0.154 0.153
H 0.004 -0.005 0.012
H -0.021 -0.007 -0.019
H 0.076 -0.033 -0.076

As for the gap between HOMO and LUMO (spin up / spin down): 7.78 / 6.11 eV. As for the charge: +1. Its spin multiplicity is 4. Its HOMO energy (spin up / spin down) is -10.643 / -10.697 eV.

=====

Entry 4:
One molecule with the formula C3H9N3O2. Source: the OMol25 dataset; level of theory: ωB97M-V/def2-TZVPD.

Geometry (Å):
N1 1.4936 1.0821 -1.0971
H1 -1.0870 -1.1035 0.9730
C1 0.9754 -0.3723 0.8345
C2 -2.4898 0.1376 -0.0493
C3 0.5120 0.6481 -0.1908
H2 -3.3898 -0.2641 0.4004
O1 0.2808 -0.6120 1.8512
H3 -2.7050 0.5129 -1.0549
H4 1.8542 0.3055 -1.6404
H5 -0.0931 1.4415 0.2500
O2 -0.3324 -0.5649 -0.7857
N2 2.2153 -0.9063 0.6282
H6 2.6312 -0.8895 -0.2901
N3 -1.5318 -0.9385 -0.1167
H7 2.7060 -1.2358 1.4470
H8 -2.1841 0.9858 0.5785
H9 1.1444 1.7733 -1.7377

Forces on atoms 1 to 6 (eV/Å):
N -0.407 -0.204 -0.043
H -1.897 0.357 -3.240
C 0.468 1.499 1.837
C 0.197 0.598 -0.145
C -0.440 -2.750 0.743
H -0.221 -0.143 -0.050

As for the gap between HOMO and LUMO: 9.33 eV. As for the charge: 0. Its SMILES is CNO[C@H](N)C(N)=O. Its HOMO energy is -8.533 eV.

=====

Entry 5:
C22H49EuN2P3SSe as an isolated structure. Source: the OMol25 dataset; level of theory: ωB97M-V/def2-TZVPD.

Geometry (Å):
S1 -2.6925 0.9152 -2.3637
H1 4.3106 -1.0850 1.4740
Eu1 -0.4428 -0.2536 -1.0808
H2 1.2111 0.2104 3.4931
H3 -1.4243 -1.5246 -1.9706
C1 1.5657 -2.4302 1.5234
C2 2.4067 0.7643 -3.6754
H4 3.7699 2.9017 -2.2845
H5 -1.1403 -3.0068 3.4486
N1 -4.1951 1.1484 -0.1164
H6 -0.2265 1.1823 3.9344
H7 -3.4683 4.9229 -0.3395
H8 2.3040 -3.2432 1.5163
H9 0.5932 -2.8236 1.1950
H10 2.4219 2.1675 1.9185
P1 2.1437 -1.0946 0.3963
C3 -1.3454 2.3158 1.7442
H11 0.9355 -4.1407 -4.7018
C4 3.1812 -2.0678 -0.7658
H12 2.5548 -2.7725 -1.3335
H13 -3.6455 4.7890 -2.5232
C5 -1.4526 -6.0490 -2.3022
H14 -4.0281 -0.8726 -0.7790
H15 3.1349 -0.1330 2.4296
H16 -4.6348 -0.6194 0.8915
H17 3.3012 0.1466 -3.5250
H18 1.4546 -2.0432 2.5444
H19 -1.1656 -7.7536 -3.6083
C6 -0.9170 -6.7052 -3.4142
H20 -2.7920 -2.2914 2.9630
H21 -1.3212 3.1481 1.0280
H22 1.6181 0.1368 -4.1154
H23 -1.3397 -4.7023 1.6239
H24 3.8524 0.5576 0.9434
C7 -2.0087 -3.0303 2.7714
H25 -3.5198 3.5358 0.7725
C8 0.2632 -4.6778 -4.0358
H26 -0.1058 2.6359 -2.9719
C9 3.3903 2.2324 -1.4989
H27 -2.1278 -6.5815 -1.6268
C10 -0.2732 -4.0117 -2.9177
H28 3.9357 -2.6115 -0.1807
H29 3.2116 2.8110 -0.5836
H30 0.3581 -6.5177 -5.1566
C11 3.4846 -0.3626 1.4156
H31 -6.1616 0.7269 0.4653
C12 0.9216 2.9161 -2.6896
C13 1.4246 2.6013 1.7726
H32 0.8744 3.6860 -1.9073
C14 -3.5870 1.7678 -1.1798
H33 1.4452 3.2440 0.8819
H34 -5.0252 4.1676 0.0281
C15 -3.2162 3.7839 -2.4878
H35 -1.5343 -4.2001 -1.1694
Se1 0.2349 -2.1652 -2.6338
P2 0.1594 1.2821 1.5391
H36 -1.3693 2.7188 2.7666
C16 -3.9181 -0.2729 0.1369
P3 1.8338 1.4466 -2.0659
H37 -3.4935 3.2285 -3.3893
H38 -5.4670 2.1557 1.2471
H39 -2.8976 -0.4136 0.5379
H40 1.1627 3.2115 2.6486
N2 -3.7666 3.1098 -1.3121
C17 -0.0600 -6.0179 -4.2845
H41 -5.9917 2.2355 -0.4676
C18 -1.1299 -4.7096 -2.0427
C19 0.1902 0.4831 3.1966
C20 -2.1252 -3.9649 1.8172
H42 3.6786 -1.3951 -1.4780
H43 -2.2554 1.7256 1.5694
H44 4.1431 1.4613 -1.2885
H45 -3.0253 -4.0238 1.1847
H46 -2.1191 3.8620 -2.4416
C21 -3.9592 3.9650 -0.1363
C22 -5.5275 1.6045 0.2987
H47 1.4526 3.3093 -3.5674
H48 -0.4287 -0.4241 3.1736
H49 2.6400 1.6040 -4.3451

Forces on atoms 1 to 6 (eV/Å):
S 0.974 -0.799 -0.028
H -0.263 0.168 0.030
Eu 1.961 4.827 3.888
H -0.294 0.060 -0.072
H 0.423 -2.894 -2.935
C -0.175 0.005 -0.092

As for the gap between HOMO and LUMO (spin up / spin down): 5.56 / 6.03 eV. As for the charge: +3. Its spin multiplicity is 7. Its HOMO energy (spin up / spin down) is -17.119 / -17.021 eV.

=====

Entry 6:
C33H40BeN4P2Te as an isolated structure. Source: the OMol25 dataset; level of theory: ωB97M-V/def2-TZVPD.

Geometry (Å):
C1 -1.5388 1.7587 -0.3505
H1 3.5803 -0.1723 1.9971
C2 0.5511 2.8377 -4.0608
C3 -0.7440 2.2928 -4.7087
C4 -0.6306 -0.7246 -4.4300
H2 1.9781 -3.3829 -0.3497
C5 -3.9668 -2.6733 0.1086
N1 -2.0667 0.3884 -0.3030
Te1 -1.2724 0.6924 3.0579
C6 -0.5767 1.2634 7.2926
H3 -2.1659 -0.3690 -2.9429
H4 -5.7918 -3.8453 0.6310
H5 5.6872 1.5482 -2.1295
P1 1.4006 -0.3637 0.0086
H6 2.0393 2.6172 0.0166
C7 4.0108 2.6165 -1.0822
H7 0.1851 -0.0994 8.8074
C8 0.6265 1.4944 2.3434
C9 -0.2473 -0.8819 5.4905
C10 -1.4585 1.5431 -3.6230
H8 -1.3518 3.1447 -5.0709
C11 -3.3253 -2.3060 2.2391
H9 -1.3268 2.3798 5.5749
H10 -4.5577 1.9938 -1.7703
H11 4.2968 -0.6882 -1.4258
C12 -4.4633 -3.0928 2.2909
C13 -2.6196 2.5920 -0.8500
H12 -1.5355 -2.1523 -1.5909
C14 4.7466 1.5205 -1.5946
H13 0.3478 1.9819 1.4352
C15 4.2677 -2.3075 1.8477
H14 4.1009 -4.4079 0.9926
H15 1.0060 2.2071 3.0571
C16 0.8114 -0.1671 -4.6676
N2 2.5288 -1.5236 0.6250
H16 4.2735 3.6714 -1.1371
C17 -0.9036 1.4440 5.9428
H17 0.7830 0.4921 -5.5476
H18 1.4072 0.7618 2.1740
H19 -0.5846 -3.0552 -0.3783
H20 0.3208 3.7651 -3.5453
C18 0.0429 -1.0424 6.8635
H21 -2.6945 -1.8839 3.0161
C19 1.1120 1.8367 -3.0767
H22 -0.7111 2.0853 7.9851
H23 -1.1372 -0.8323 -5.3999
H24 1.3120 3.0517 -4.8252
C20 -0.7140 0.3696 5.0534
H25 -3.9095 -2.6535 -0.9752
C21 3.5009 -1.1783 1.5986
H26 5.1372 -2.3492 2.4986
H27 -2.2713 2.1092 -3.1784
H28 -0.1528 -1.7143 4.7774
C22 -0.7907 -2.0417 -0.7711
C23 -3.2628 0.4128 -0.9563
N3 -3.0223 -2.0178 0.8911
C24 3.7370 -3.3861 1.0645
H29 -3.8319 -0.5031 -1.0919
H30 2.1363 -0.0581 -2.9785
H31 -1.1882 2.0712 0.6328
H32 -0.5583 -1.7396 -4.0157
H33 1.7925 2.2908 -2.3503
C25 -3.6285 1.7450 -1.2744
C26 -1.3833 0.1597 -3.5074
H34 -0.5165 1.6811 -5.5924
Be1 -0.3689 1.6221 -2.2120
C27 1.3375 0.5204 -3.4536
C28 -4.8951 -3.3125 0.9460
H35 0.3724 -2.0197 7.2195
C29 4.0443 0.3559 -1.2995
H36 -4.9119 -3.4641 3.2033
C30 2.8548 2.0956 -0.4855
C31 0.5361 -1.4035 -1.2820
N4 2.8547 0.6951 -0.6566
H37 -2.6598 3.6788 -0.7256
H38 0.2854 -0.8464 -2.2028
C32 -0.0901 0.0327 7.7525
C33 2.6464 -2.8913 0.3500
H39 1.4423 -1.0227 -4.9665
H40 1.2405 -2.1816 -1.6074
P2 -1.5082 -1.0658 0.6580

Forces on atoms 1 to 6 (eV/Å):
C -1.052 -0.242 0.510
H -0.022 -0.220 -0.271
C 0.370 -0.032 -1.510
C 0.486 1.003 -0.522
C 1.226 0.024 -0.811
H 0.315 0.102 0.316

As for the gap between HOMO and LUMO (spin up / spin down): 4.37 / 4.37 eV. As for the charge: 0. Its HOMO energy (spin up / spin down) is -4.618 / -4.621 eV.

=====

Entry 7:
One molecule with the formula C4H8N2. Source: the OMol25 dataset; level of theory: ωB97M-V/def2-TZVPD.

Geometry (Å):
H1 2.5427 0.3987 -0.9217
H2 0.1516 0.4065 -1.5042
N1 -0.6980 -2.6179 0.3401
H3 -2.3530 0.2177 -0.7615
H4 -0.4290 0.3471 1.4749
C1 1.8327 0.0076 -0.1866
C2 -0.6741 0.0366 0.4512
H5 -2.6748 0.6093 0.8058
H6 0.4379 1.6566 -0.2918
C3 -0.6806 -1.4623 0.4305
C4 0.4374 0.5756 -0.4576
H7 2.2239 0.2799 0.8028
N2 -1.9629 0.6287 0.0829
H8 1.8463 -1.0841 -0.2648

Forces on atoms 1 to 6 (eV/Å):
H -0.118 -0.050 0.076
H 0.049 -0.015 0.183
N 0.012 1.304 0.160
H 0.185 0.050 0.200
H -0.164 -0.135 -0.120
C 0.045 -0.055 -0.035

As for the gap between HOMO and LUMO: 11.09 eV. As for the charge: 0. Its SMILES is CC[C@@H](N)C#N. Its HOMO energy is -10.175 eV.

=====

Entry 8:
A 3-piece molecular cluster, C2H6NO3 overall. Source: the OMol25 dataset; level of theory: ωB97M-V/def2-TZVPD.

Geometry (Å):
O1 1.2683 1.2613 -3.1180
H1 -1.6170 -0.9043 2.6075
H2 1.2195 -0.8112 -0.0468
H3 2.2106 1.7252 -1.3577
C1 -0.4600 -0.2714 0.0298
N1 0.6221 -0.4650 -0.8038
O2 -0.5758 -0.7666 1.2030
H4 -1.2336 0.3511 -0.5820
H5 0.2472 2.0428 -1.4090
H6 -0.8253 -1.1898 3.8701
O3 -1.7971 -1.1533 3.6277
C2 1.2068 1.4898 -1.8894

Forces on atoms 1 to 6 (eV/Å):
O -0.403 0.299 2.649
H -0.525 -0.661 2.313
H 0.998 -0.571 -0.656
H -1.494 -0.858 -0.094
C 1.170 -0.556 -2.127
N -1.861 1.060 2.869

As for the gap between HOMO and LUMO: 8.64 eV. As for the charge: -1. Its HOMO energy is -4.519 eV.

=====

Number 1: strongest force on any atom 2.31 eV/Å. Number 2: strongest force on any atom 0.57 eV/Å. Number 3: strongest force on any atom 0.77 eV/Å. Number 4: strongest force on any atom 4.05 eV/Å. Number 5: strongest force on any atom 6.50 eV/Å. Number 6: strongest force on any atom 3.07 eV/Å. Number 7: strongest force on any atom 1.31 eV/Å. Number 8: strongest force on any atom 3.58 eV/Å.